The following is a quantum chemistry calculation of C44H116F3N10O12Sr2 as an isolated structure at a distorted geometry, from OMol25.

Output
HOMO-LUMO gap: 3.8931 eV
2S+1: 1
Calculated total energy: -3556.56907 a.u.
Charge: +3

```
187
Properties=species:S:1:pos:R:3:mulliken_charge:R:1
Sr 20.27306 17.06411 -10.35643 1.466
Sr 20.22125 16.90886 -6.29795 1.019
C 20.84078 13.97293 -7.63412 0.163
O 21.17462 14.38539 -6.31697 1.821
O 20.55382 15.21599 -8.23045 -0.623
C 21.93684 13.05305 -8.30103 -0.008
F 21.75950 13.06885 -9.62322 -0.515
F 23.13012 13.47119 -8.05889 0.056
F 21.87809 11.70492 -7.98019 -0.137
C 21.38424 13.34980 -5.37380 -0.522
C 21.92808 13.91885 -4.02998 0.544
H 22.84644 14.47192 -4.22705 -0.246
H 21.22971 14.58769 -3.52697 -0.988
H 21.97205 13.16379 -3.24509 0.413
H 21.99654 12.49726 -5.66766 -0.286
H 20.40997 12.94563 -5.09895 0.136
H 19.87525 13.46915 -7.67958 -0.332
C 17.08735 11.42058 -7.77079 -1.148
C 16.93603 10.25246 -8.69984 0.658
C 17.57425 8.95795 -8.14609 -1.018
O 19.04038 9.12878 -8.01772 -0.209
C 19.77910 9.03917 -9.21967 -0.072
N 15.47521 10.08158 -8.85346 -0.767
H 16.76403 12.41564 -8.07644 0.354
H 18.09247 11.51852 -7.36062 0.034
H 16.46269 11.25236 -6.89352 0.412
H 17.36212 10.49708 -9.67282 0.308
H 17.24404 8.07802 -8.69816 0.433
H 17.14441 8.82278 -7.15358 0.305
H 19.64839 8.05916 -9.67857 0.427
H 20.83616 9.23036 -9.03481 -0.468
H 19.49294 9.80526 -9.94032 0.209
H 15.32575 9.27438 -9.44185 0.260
H 14.99052 10.80381 -9.36684 0.234
C 23.44724 18.97264 -5.59851 -1.485
C 23.85346 17.59422 -6.06634 0.843
C 25.27689 17.20819 -5.56136 -1.104
O 25.63376 15.96638 -6.10877 -0.134
C 26.97090 15.58000 -5.72641 -0.879
N 22.85486 16.64693 -5.56734 1.708
H 24.24004 19.67861 -5.84585 0.475
H 23.42313 18.96660 -4.50880 0.303
H 22.50165 19.26249 -6.05671 0.306
H 23.94681 17.63979 -7.15138 -0.447
H 25.35431 17.15750 -4.47529 0.370
H 26.09578 17.88272 -5.81143 0.633
H 27.17479 14.56159 -6.05712 0.238
H 27.02891 15.64723 -4.64003 0.346
H 27.70794 16.25023 -6.16873 0.319
H 22.91876 16.66922 -4.55961 -0.440
H 23.23514 15.77790 -5.91415 -0.682
C 15.45897 16.45430 -6.77318 -1.581
C 16.91837 16.58167 -6.30690 0.341
C 17.49940 15.26250 -5.70145 -0.727
O 18.72762 15.46501 -5.02026 0.395
C 18.60170 15.69734 -3.58901 -0.730
N 17.76293 17.34864 -7.27578 -0.262
H 15.38768 15.69532 -7.55226 0.356
H 15.06897 17.35786 -7.24176 0.411
H 14.73671 16.20653 -5.99533 0.427
H 16.85759 17.24259 -5.44226 0.237
H 17.74367 14.57034 -6.50728 0.002
H 16.84108 14.71625 -5.02593 0.470
H 19.53260 16.04340 -3.13982 0.045
H 18.24142 14.81308 -3.06328 0.085
H 17.90295 16.49439 -3.33491 0.402
H 17.75929 16.87915 -8.17002 0.143
H 17.30512 18.22856 -7.46618 0.278
C 21.11912 13.73585 -13.61409 -1.511
C 20.93105 15.08023 -12.89580 0.824
C 19.77636 15.87515 -13.51563 -1.138
O 19.58901 17.12600 -12.89127 -0.110
C 18.56925 17.82962 -13.61574 -0.989
N 20.60145 14.79715 -11.52480 0.185
H 21.41174 13.74791 -14.66400 0.408
H 20.19571 13.16581 -13.71639 0.422
H 21.82429 13.12192 -13.05380 0.358
H 21.83237 15.69247 -12.92541 -0.077
H 18.84353 15.32964 -13.37297 0.524
H 19.99366 15.99714 -14.57676 0.464
H 18.74722 17.88588 -14.68964 0.328
H 18.52674 18.86095 -13.26551 0.333
H 17.57334 17.39185 -13.54767 0.359
H 21.26924 14.22872 -11.02375 -0.458
H 19.72610 14.30909 -11.39968 0.321
C 19.96197 10.93145 -2.69953 -1.206
C 18.91047 11.98702 -2.44061 2.581
C 17.51806 11.65035 -3.10378 -0.601
O 16.53400 12.60966 -2.84867 -0.383
C 15.28280 12.33000 -3.52198 -0.710
N 18.68394 11.85886 -1.05665 -0.725
H 20.82144 10.89719 -2.03002 0.089
H 20.31709 11.11039 -3.71440 0.023
H 19.49265 9.95993 -2.54459 0.567
H 19.17573 13.00523 -2.72521 -1.523
H 17.26521 10.61301 -2.88448 0.519
H 17.66554 11.73914 -4.18010 0.106
H 14.71509 11.49331 -3.11487 0.357
H 15.34784 12.25962 -4.60776 0.179
H 14.61980 13.17359 -3.32990 0.292
H 19.29246 12.51048 -0.58210 0.213
H 17.75833 12.19112 -0.82654 0.340
C 23.18198 15.91015 -0.52161 -1.412
C 21.92341 16.53670 -1.22907 0.728
C 21.09036 17.42726 -0.20961 -0.999
O 20.66598 16.71144 1.00469 -0.304
C 19.96386 17.52799 1.86528 -0.782
N 22.45261 17.23220 -2.40337 -0.184
H 22.95478 15.39520 0.41183 0.471
H 23.91688 16.65609 -0.21895 0.473
H 23.72431 15.15406 -1.08932 0.050
H 21.30881 15.68332 -1.51562 -0.310
H 20.33141 17.94085 -0.79980 0.407
H 21.76742 18.21573 0.11902 0.397
H 19.05469 17.95292 1.43989 0.310
H 20.65655 18.23895 2.31565 0.335
H 19.72894 16.80409 2.64558 0.263
H 23.03852 17.99700 -2.10025 0.302
H 21.72846 17.66230 -2.96078 0.191
C 22.91308 9.49381 -4.30206 -0.957
C 23.62902 9.05172 -5.62811 2.072
C 25.14970 9.37791 -5.56008 -0.945
O 25.39491 10.68600 -5.14870 -0.491
C 25.31951 11.66699 -6.22673 -0.168
N 23.41420 7.66307 -5.89782 -0.698
H 21.84132 9.29644 -4.32344 0.494
H 23.02839 10.56280 -4.12300 -0.448
H 23.36334 9.02900 -3.42495 0.529
H 23.21892 9.66381 -6.43140 -1.129
H 25.60283 9.16309 -6.52787 0.310
H 25.55329 8.70622 -4.80242 0.471
H 25.93213 12.53881 -5.99713 -0.271
H 24.32314 12.10606 -6.27729 0.071
H 25.50548 11.23681 -7.21084 0.347
H 23.91829 7.25174 -6.67036 0.216
H 23.72499 7.19516 -5.05843 0.327
C 23.06608 6.93891 -9.50471 -1.196
C 24.27203 7.84272 -9.87742 0.102
C 24.13967 9.32058 -9.62883 0.037
O 25.14045 10.05560 -10.32817 -0.489
C 25.09804 11.49793 -10.23195 -0.092
N 25.46740 7.29443 -9.15475 -0.571
H 22.89086 7.00086 -8.43067 0.133
H 23.06871 5.86586 -9.69618 0.409
H 22.16386 7.33846 -9.96781 0.264
H 24.37328 7.74726 -10.95851 0.369
H 24.17836 9.32141 -8.53952 0.016
H 23.16376 9.53155 -10.06609 0.280
H 24.21852 11.94850 -10.69186 0.022
H 25.99325 11.88080 -10.72195 0.369
H 25.15661 11.79867 -9.18590 -0.048
H 26.24983 7.93198 -9.19264 0.240
H 25.83106 6.50334 -9.66664 0.269
C 23.49215 20.31315 -11.81948 -1.636
C 22.85775 18.97312 -11.49358 0.235
C 23.43112 18.18593 -10.34570 -0.806
O 22.78133 16.96452 -10.42651 0.499
C 23.57412 15.77449 -10.19787 -0.727
N 21.37818 19.13305 -11.39017 -0.502
H 23.06653 20.79902 -12.69748 0.447
H 24.53328 20.18118 -12.11400 0.407
H 23.34221 20.99167 -10.97970 0.426
H 22.94409 18.40109 -12.41739 0.126
H 23.23947 18.56860 -9.34323 0.214
H 24.46465 17.97553 -10.62072 0.491
H 24.42581 15.69916 -10.87392 0.486
H 23.08027 14.81455 -10.34859 -0.388
H 23.99234 15.74878 -9.19162 0.342
H 21.01234 19.58128 -12.21803 0.241
H 21.30936 19.94967 -10.79984 0.234
C 26.08185 13.78189 -2.82968 -0.802
C 26.10781 12.42165 -2.11389 -0.013
C 24.69516 11.89728 -1.73001 0.951
O 24.80668 10.85899 -0.71292 -0.447
C 23.53838 10.55663 -0.11819 -0.586
N 26.79969 11.45153 -2.89861 -0.768
H 25.76840 14.47724 -2.05100 0.391
H 25.34916 13.73324 -3.63523 -0.180
H 27.08440 14.08241 -3.13410 0.340
H 26.58791 12.52471 -1.14076 0.490
H 24.28696 11.51372 -2.66508 -0.660
H 24.06055 12.75450 -1.50519 0.017
H 23.16864 11.34107 0.54216 0.304
H 23.72334 9.66036 0.47393 0.329
H 22.76708 10.23159 -0.81643 0.089
H 26.75245 10.60393 -2.35138 0.417
H 26.29063 11.30726 -3.75893 0.324
```